No. 1
{
  "formula": "C35H37HgNO2P2",
  "method": "wB97M-V/def2-TZVPD",
  "total_charge": 0,
  "relative_energy_ev": 0.000,
  "symbols": ["Hg", "C", "C", "C", "C", "C", "C", "C", "C", "C", "H", "H", "H", "H", "H", "H", "H", "H", "H", "H", "H", "H", "H", "H", "H", "P", "P", "C", "C", "C", "C", "C", "C", "C", "C", "C", "C", "C", "C", "C", "C", "C", "C", "C", "C", "C", "C", "C", "C", "C", "C", "C", "C", "H", "H", "H", "H", "H", "H", "H", "H", "H", "H", "H", "H", "H", "H", "H", "H", "H", "H", "H", "H", "H", "H", "O", "N", "O"],
  "positions_angstrom": [[-0.039608, 2.574665, -5.193886], [-2.116383, 1.754795, -5.445908], [-1.284467, 0.634738, -5.170623], [-0.462902, -0.311680, -5.998839], [0.521853, 0.202768, -7.078195], [0.815070, 1.677783, -6.947432], [-0.143610, 2.660548, -7.333375], [-1.544208, 2.399406, -7.869924], [-2.636715, 2.173543, -6.788043], [0.349853, 3.330436, -3.287580], [-2.686011, 2.125343, -4.575692], [-1.482027, 0.140317, -4.184740], [-1.057406, -1.149612, -6.414391], [0.169656, -0.809691, -5.231285], [1.463450, -0.371454, -6.998786], [0.158637, -0.017351, -8.101831], [1.857499, 1.993454, -7.065764], [0.317464, 3.553885, -7.771669], [-1.574621, 1.573221, -8.600271], [-1.806399, 3.303048, -8.442684], [-3.215736, 3.109170, -6.672065], [-3.380029, 1.439504, -7.110280], [-0.477675, 4.013496, -3.069889], [1.302301, 3.874477, -3.350687], [0.409147, 2.533405, -2.530890], [-1.757037, -1.425242, -2.705920], [2.585636, -1.029451, -2.905282], [-0.020485, -1.642713, -2.369806], [0.957532, -0.681658, -2.257785], [-2.614339, -2.995193, -2.555519], [-2.656451, -3.880507, -3.663818], [-3.143654, -5.173573, -3.480018], [-3.650862, -5.561666, -2.235163], [-3.717509, -4.648756, -1.174430], [-3.210344, -3.363473, -1.324115], [-2.760007, -0.110206, -2.015882], [-2.164633, 0.982959, -1.352148], [-2.948765, 2.076235, -1.002879], [-4.299361, 2.136944, -1.343317], [-4.884721, 1.061836, -2.021371], [-4.139629, -0.069504, -2.337646], [3.508602, -1.671567, -1.472816], [2.859513, -2.415136, -0.476272], [3.621602, -3.119024, 0.459158], [5.016002, -3.013060, 0.453582], [5.653848, -2.190966, -0.485816], [4.910618, -1.538346, -1.468136], [3.203638, 0.713483, -2.990556], [3.333278, 1.491378, -1.831930], [3.898858, 2.770212, -1.923640], [4.322733, 3.271961, -3.158489], [4.100320, 2.528028, -4.324568], [3.519226, 1.260353, -4.248365], [0.319607, -2.702237, -2.402623], [0.813450, 0.263336, -1.740328], [-2.294006, -3.521086, -4.633344], [-3.122214, -5.881657, -4.308286], [-4.016886, -6.575656, -2.097721], [-4.164253, -4.958969, -0.228662], [-3.241236, -2.653175, -0.491571], [-1.112061, 0.933410, -1.075089], [-2.490498, 2.904260, -0.465897], [-4.890314, 3.021638, -1.096579], [-5.934633, 1.109301, -2.299088], [-4.607402, -0.924183, -2.834674], [1.767523, -2.414259, -0.415311], [3.114909, -3.751555, 1.187628], [5.608935, -3.566526, 1.184414], [6.736292, -2.066874, -0.464187], [5.402884, -0.917319, -2.220902], [3.012212, 1.092456, -0.866605], [4.002067, 3.368992, -1.017814], [4.807669, 4.250035, -3.216582], [4.381470, 2.932923, -5.297077], [3.324910, 0.674352, -5.152115], [-0.002451, -0.272242, 0.631629], [-0.614508, -1.300146, 0.964951], [-0.664907, -2.315683, 0.238307]],
  "forces_ev_per_a": [[1.9, 2.3, 3.8], [-0.7, -3.5, 0.5], [-3.4, 0.3, -0.2], [0.7, -1.0, 0.2], [0.1, -0.1, 0.3], [-0.6, 0.6, -4.0], [1.7, -1.7, -2.6], [-0.3, 0.2, -0.1], [0.0, 1.0, -0.1], [0.5, 0.4, 0.2], [0.4, -0.3, -0.4], [0.7, 0.9, -0.4], [0.0, 0.6, 0.2], [-0.4, 0.1, -0.3], [-0.4, 0.3, 0.1], [-0.1, 0.5, 0.4], [-0.3, 0.0, 0.6], [-0.2, 0.1, 0.9], [0.4, 0.1, 0.4], [0.0, -0.4, 0.2], [0.4, -0.4, 0.0], [0.2, -0.1, -0.1], [0.2, -0.1, 0.2], [-0.4, -0.1, 0.4], [-0.1, 0.3, -0.4], [-0.1, -0.7, -1.0], [0.3, 0.1, -0.1], [1.1, 1.1, 0.9], [-1.4, -1.1, -0.1], [-0.6, -0.7, 0.5], [0.1, 0.5, 0.9], [-0.1, 0.0, 0.1], [0.1, 0.4, -0.1], [-0.1, -0.2, -0.2], [0.3, -0.1, -0.5], [0.0, 0.6, 0.7], [-0.3, -0.5, -0.2], [-0.1, 0.3, -0.1], [0.1, -0.1, -0.2], [0.1, 0.0, 0.1], [0.6, 0.1, 0.1], [0.5, 0.0, 0.3], [0.3, 0.1, -0.1], [0.2, 0.1, -0.1], [-0.1, 0.1, -0.1], [-0.1, 0.0, 0.0], [-0.4, -0.4, 0.4], [-0.2, 0.0, -0.2], [0.4, 0.4, -0.5], [-0.1, -0.2, 0.0], [-0.2, -0.2, -0.1], [-0.1, 0.1, 0.1], [0.1, 0.1, 0.6], [-0.5, 0.7, -0.8], [-0.4, 0.0, -0.5], [0.0, -0.3, 0.4], [-0.1, 0.2, 0.2], [0.0, 0.1, 0.0], [0.2, 0.1, -0.2], [0.2, -0.3, -0.3], [-0.3, 0.0, 0.1], [-0.1, -0.1, -0.1], [0.2, -0.3, 0.0], [0.1, -0.1, 0.1], [0.2, 0.3, 0.1], [0.2, -0.1, 0.0], [0.2, 0.2, -0.1], [-0.2, 0.2, -0.2], [-0.2, -0.1, 0.0], [-0.1, -0.2, 0.2], [0.1, 0.1, -0.3], [0.1, -0.1, -0.3], [-0.2, -0.3, 0.0], [0.0, 0.0, 0.2], [0.2, 0.1, 0.3], [0.3, -0.5, -1.1], [-1.1, -0.1, 2.1], [0.7, 0.6, -0.9]]
}

---

No. 2
{
  "formula": "ClH2NOS2",
  "method": "wB97M-V/def2-TZVPD",
  "total_charge": 0,
  "relative_energy_ev": 1.756,
  "symbols": ["N", "O", "S", "S", "Cl", "H", "H"],
  "positions_angstrom": [[-0.792871, 0.804536, -0.182394], [1.337343, 0.598412, -1.644181], [-0.637520, -1.186693, 1.619288], [0.082906, 0.010104, -1.341309], [1.260680, -1.678896, 0.793648], [-0.039912, 1.375728, 0.192370], [-1.210626, 0.076808, 0.562578]],
  "forces_ev_per_a": [[2.5, -0.6, -3.4], [1.1, 1.0, -0.2], [0.6, -1.2, 1.1], [-2.8, -0.2, 1.2], [-1.5, 0.7, 0.0], [-0.3, 0.8, 0.9], [0.5, -0.5, 0.3]]
}

---

No. 3
{
  "formula": "C42H47N7OPSeZr",
  "method": "wB97M-V/def2-TZVPD",
  "total_charge": 3,
  "relative_energy_ev": 0.400,
  "symbols": ["Zr", "O", "C", "N", "C", "C", "C", "C", "C", "C", "N", "C", "C", "C", "C", "C", "N", "H", "H", "H", "H", "H", "H", "H", "H", "H", "H", "N", "P", "C", "C", "C", "C", "C", "C", "C", "C", "C", "C", "C", "C", "C", "C", "C", "C", "C", "N", "H", "H", "H", "H", "H", "H", "H", "H", "H", "H", "H", "H", "H", "H", "H", "N", "C", "C", "N", "C", "C", "H", "H", "H", "H", "H", "H", "H", "H", "H", "H", "H", "C", "C", "C", "C", "C", "C", "Se", "C", "C", "C", "H", "H", "H", "H", "H", "H", "H", "H", "H", "H", "H"],
  "positions_angstrom": [[-1.378856, -0.455718, 0.103395], [0.515726, -1.188175, 3.829317], [0.247377, -0.979053, 2.670247], [-1.002399, -0.873003, 2.125142], [-2.109600, -1.058054, 3.056343], [-3.319851, -1.502248, 2.296233], [-4.447093, -2.023666, 2.915084], [-5.513769, -2.436583, 2.141403], [-5.438261, -2.333700, 0.752769], [-4.296822, -1.810813, 0.200494], [-3.256240, -1.396745, 0.955789], [1.323106, -0.846295, 1.624926], [2.652297, -1.048768, 1.927274], [3.584278, -0.942872, 0.905170], [3.152482, -0.628823, -0.376403], [1.802543, -0.442214, -0.599787], [0.897859, -0.558978, 0.382584], [-2.339719, -0.122968, 3.579107], [-1.842545, -1.789889, 3.822374], [-4.470778, -2.107207, 3.993225], [-6.397408, -2.850860, 2.608665], [-6.249260, -2.659560, 0.117956], [-4.186429, -1.714620, -0.874422], [2.921154, -1.288139, 2.946837], [4.635180, -1.105503, 1.104233], [3.848800, -0.533653, -1.197178], [1.430737, -0.187029, -1.584442], [-0.865668, -1.412847, -3.274969], [-1.282068, 0.139234, -2.693428], [-2.842150, 0.551013, -3.497790], [-2.888169, 0.711837, -4.885409], [-4.100309, 0.931652, -5.515337], [-5.270784, 1.001165, -4.767131], [-5.230520, 0.856753, -3.388452], [-4.017474, 0.632398, -2.753255], [-0.066005, 1.208962, -3.494042], [1.103882, 0.717399, -4.068246], [1.989962, 1.588172, -4.688809], [1.712039, 2.945858, -4.732845], [0.550828, 3.440022, -4.150090], [-0.337678, 2.577608, -3.530528], [-0.942246, -2.532919, -2.484676], [-0.782372, -3.805111, -3.049380], [-0.827615, -4.909910, -2.239226], [-1.030184, -4.752422, -0.861922], [-1.188218, -3.487586, -0.380235], [-1.156306, -2.370520, -1.164873], [-0.841165, -1.588570, -4.271237], [-1.977558, 0.679349, -5.473419], [-4.135641, 1.056573, -6.589028], [-6.215246, 1.180363, -5.263134], [-6.140371, 0.932891, -2.808057], [-3.985039, 0.569834, -1.671392], [1.322100, -0.343618, -4.055796], [2.884881, 1.200294, -5.156697], [2.390685, 3.617635, -5.241518], [0.322467, 4.496252, -4.203029], [-1.256032, 2.965741, -3.104341], [-0.624103, -3.897649, -4.115220], [-0.706025, -5.897253, -2.664747], [-1.066586, -5.599182, -0.193192], [-1.355525, -3.315083, 0.676277], [4.810549, 8.427642, 0.251990], [3.376701, 8.209456, -0.160895], [2.976013, 6.774352, 0.172632], [3.863535, 5.773852, -0.387629], [5.253368, 6.018468, -0.045513], [5.736117, 7.423954, -0.388448], [4.883941, 8.350394, 1.269608], [5.103992, 9.376735, 0.014667], [3.333999, 8.405112, -1.231893], [2.765845, 8.943570, 0.361884], [1.958029, 6.611208, -0.177913], [2.957954, 6.651757, 1.261088], [3.732271, 5.661418, -1.384885], [5.895089, 5.302273, -0.555983], [5.382402, 5.844986, 1.028232], [5.700817, 7.616420, -1.460320], [6.742868, 7.618574, -0.022651], [-3.611927, 2.366256, 5.976193], [-3.209660, 2.252492, 4.533887], [-4.148385, 2.024428, 3.537287], [-3.795756, 1.937576, 2.191132], [-4.878190, 1.762943, 1.160658], [-2.444933, 2.070088, 1.854580], [-1.937528, 2.019163, -0.020975], [-1.471368, 2.325612, 2.831689], [-0.025714, 2.547437, 2.486656], [-1.875712, 2.402286, 4.156737], [-4.652044, 2.082796, 6.124668], [-3.492349, 3.393262, 6.324747], [-2.987207, 1.735279, 6.609075], [-5.194380, 1.932896, 3.807305], [-5.856220, 1.732865, 1.637154], [-4.754553, 0.842949, 0.585260], [-4.874637, 2.588770, 0.446491], [0.411446, 1.689417, 1.971563], [0.556374, 2.735063, 3.386908], [0.086742, 3.400803, 1.814171], [-1.130536, 2.594300, 4.920599]],
  "forces_ev_per_a": [[-0.1, 0.0, 0.0], [0.0, 0.1, 0.0], [0.0, -0.1, 0.0], [0.0, -0.1, 0.0], [0.0, 0.0, 0.0], [0.0, -0.1, 0.0], [0.0, 0.1, 0.0], [0.0, 0.0, 0.0], [0.0, 0.0, 0.0], [0.0, 0.0, 0.0], [0.0, 0.1, 0.0], [0.0, -0.1, 0.0], [0.0, 0.1, 0.0], [0.0, 0.0, 0.0], [0.0, 0.0, 0.0], [0.0, 0.0, 0.0], [0.0, 0.0, 0.0], [0.0, 0.0, 0.0], [0.0, 0.0, 0.0], [0.0, 0.0, 0.0], [0.0, 0.0, 0.0], [0.0, 0.0, 0.0], [0.0, 0.0, 0.0], [0.0, 0.0, 0.0], [0.0, 0.0, 0.0], [0.0, 0.0, 0.0], [0.0, 0.0, 0.0], [0.0, 0.0, 0.0], [0.0, 0.0, 0.0], [0.0, 0.0, 0.0], [0.0, 0.0, 0.0], [0.0, 0.0, 0.0], [0.0, 0.0, 0.0], [0.0, 0.0, 0.0], [0.0, 0.0, 0.0], [0.0, 0.0, 0.0], [0.0, 0.0, 0.0], [0.0, 0.0, 0.0], [0.0, 0.0, 0.0], [0.0, 0.0, 0.0], [0.0, 0.0, 0.0], [0.0, 0.0, 0.0], [0.0, 0.0, 0.0], [0.0, 0.0, 0.0], [0.0, 0.0, 0.0], [0.0, 0.0, 0.0], [0.0, 0.0, 0.0], [0.0, 0.0, 0.0], [0.0, 0.0, 0.0], [0.0, 0.0, 0.0], [0.0, 0.0, 0.0], [0.0, 0.0, 0.0], [0.0, 0.0, 0.0], [0.0, 0.0, 0.0], [0.0, 0.0, 0.0], [0.0, 0.0, 0.0], [0.0, 0.0, 0.0], [0.0, 0.0, 0.0], [0.0, 0.0, 0.0], [0.0, 0.0, 0.0], [0.0, 0.0, 0.0], [0.0, 0.0, 0.0], [0.0, 0.0, 0.0], [0.0, 0.0, 0.0], [0.0, 0.1, 0.0], [0.1, 0.1, 0.0], [0.0, 0.0, 0.0], [0.0, 0.0, 0.0], [0.0, 0.0, 0.0], [0.0, 0.0, 0.0], [0.0, 0.0, 0.0], [0.0, 0.0, 0.0], [0.0, 0.0, 0.0], [0.0, 0.0, 0.0], [0.0, 0.0, 0.0], [0.0, 0.0, 0.0], [0.0, 0.0, 0.0], [0.0, 0.0, 0.0], [0.0, 0.0, 0.0], [0.0, 0.0, 0.0], [0.0, 0.0, 0.0], [0.0, 0.0, 0.0], [0.0, 0.0, 0.0], [0.0, 0.0, 0.0], [0.0, 0.0, 0.0], [0.0, 0.0, -0.1], [0.0, 0.0, 0.0], [0.0, 0.0, 0.0], [0.0, 0.0, 0.0], [0.0, 0.0, 0.0], [0.0, 0.0, 0.0], [0.0, 0.0, 0.0], [0.0, 0.0, 0.0], [0.0, 0.0, 0.0], [0.0, 0.0, 0.0], [0.0, 0.0, 0.0], [0.0, 0.0, 0.0], [0.0, 0.0, 0.0], [0.0, 0.0, 0.0], [0.0, 0.0, 0.0]]
}

---

In eV Å⁻¹, the max |F| values for the records above are, in order, 4.9; 4.3; 0.1.
In eV, the HOMO values for the records above are, in order, -5.538; -8.712; -14.494.
In eV, the DFT total energy values for the records above are, in order, -65222.44453; -37760.02648; -132694.51499.